No. 1
DFT (wB97M-V/def2-TZVPD) results for a cluster of 6 separate species, C25H53N3O14PS6 in total.

ORCA input file:
```
! wB97M-V def2-TZVPD RIJCOSX def2/J DEFGRID3
* xyz 1 1
N 10.074 -0.543 0.240
C 9.893 0.064 -0.928
N 10.935 0.319 -1.735
C 10.744 0.193 -3.216
C 11.408 -1.059 -3.771
O 10.713 -2.261 -3.469
O 10.944 -2.582 -2.095
C 9.275 0.349 -3.602
C 8.388 -0.333 -2.575
P 6.622 -0.407 -3.051
O 6.650 -1.225 -4.428
O 5.959 -1.415 -1.993
S 5.763 1.281 -3.148
N 8.573 0.391 -1.285
H 9.530 -0.253 1.035
H 10.734 -1.297 0.329
H 11.723 -0.252 -1.440
H 11.278 1.018 -3.687
H 11.419 -0.994 -4.855
H 12.442 -1.159 -3.429
H 11.714 -3.170 -2.130
H 9.086 0.043 -4.627
H 9.043 1.414 -3.578
H 8.726 -1.354 -2.381
H 6.989 -2.115 -4.265
H 6.639 -1.908 -1.517
H 8.535 1.389 -1.491
C 2.153 -0.480 -3.161
C 1.896 1.006 -3.436
C 0.384 1.244 -3.336
S -0.228 0.002 -2.185
O -1.113 -0.892 -2.893
O -0.654 0.641 -0.963
C 1.337 -0.816 -1.921
H 3.212 -0.684 -3.006
H 1.814 -1.080 -4.009
H 2.414 1.605 -2.685
H 2.273 1.305 -4.413
H 0.142 2.229 -2.946
H -0.119 1.089 -4.288
H 1.165 -1.882 -1.784
H 1.788 -0.374 -1.033
C -4.526 -0.172 -2.152
C -4.845 -0.698 -3.554
C -6.013 0.135 -4.101
S -5.890 1.745 -3.308
O -7.043 1.939 -2.463
O -5.514 2.740 -4.281
C -4.485 1.347 -2.277
H -3.581 -0.564 -1.780
H -5.313 -0.473 -1.460
H -3.970 -0.576 -4.197
H -5.093 -1.758 -3.537
H -5.959 0.276 -5.177
H -6.977 -0.290 -3.831
H -4.577 1.871 -1.328
H -3.588 1.679 -2.801
C -6.163 -2.327 3.769
C -5.730 -0.916 3.358
C -4.809 -1.051 2.137
S -5.322 -2.557 1.296
O -4.243 -3.511 1.354
O -5.942 -2.212 0.040
C -6.577 -3.026 2.480
H -6.985 -2.298 4.482
H -5.320 -2.854 4.225
H -6.613 -0.332 3.091
H -5.227 -0.395 4.172
H -4.906 -0.218 1.445
H -3.767 -1.174 2.423
H -6.611 -4.110 2.556
H -7.530 -2.645 2.113
C -10.827 1.721 4.574
C -9.721 2.079 5.577
C -9.467 0.837 6.441
S -9.896 -0.578 5.418
O -11.029 -1.247 5.998
O -8.697 -1.313 5.078
C -10.443 0.362 3.997
H -10.922 2.471 3.790
H -11.786 1.648 5.089
H -8.811 2.345 5.035
H -9.996 2.933 6.193
H -8.427 0.745 6.745
H -10.111 0.811 7.317
H -11.266 -0.163 3.518
H -9.600 0.443 3.311
C 2.440 1.169 3.726
C 2.898 2.569 3.292
C 3.852 2.391 2.103
S 3.351 0.868 1.289
O 4.421 -0.095 1.404
O 2.767 1.174 0.006
C 2.054 0.440 2.442
H 1.604 1.214 4.421
H 3.260 0.645 4.220
H 2.032 3.156 2.983
H 3.384 3.105 4.105
H 3.783 3.207 1.388
H 4.884 2.266 2.423
H 2.010 -0.641 2.544
H 1.117 0.816 2.031
*
```

The HOMO-LUMO gap is 6.70 eV. The electronic energy is -4932.19704 a.u. The calculation puts the energy above the lowest of the compared OMol25 structures with the same formula, charge and spin at 0.0 kcal per mole.

---

No. 2
DFT (wB97M-V/def2-TZVPD) results for a structure of composition C11H44N22O11.

ORCA input file:
```
! wB97M-V def2-TZVPD RIJCOSX def2/J DEFGRID3
* xyz 0 1
C 1.558 -0.305 -36.547
O 2.647 0.132 -36.179
N 1.236 -0.616 -37.853
N 0.457 -0.216 -35.733
H 0.355 -0.148 -38.010
H 1.969 -0.441 -38.541
H -0.340 -0.774 -35.982
H 0.559 0.141 -34.803
C 3.353 1.213 -39.945
O 2.745 0.143 -40.039
N 3.848 1.662 -38.762
N 3.525 2.097 -40.969
H 3.576 1.280 -37.863
H 4.153 2.614 -38.658
H 3.183 1.902 -41.913
H 3.821 3.025 -40.740
C -1.405 -4.283 -45.993
O -1.287 -5.392 -46.486
N -1.112 -4.009 -44.681
N -1.780 -3.163 -46.673
H -1.249 -3.070 -44.338
H -0.601 -4.653 -44.108
H -2.037 -3.276 -47.635
H -1.813 -2.263 -46.220
C -0.237 -3.551 -41.273
O -0.688 -2.604 -41.955
N 1.068 -3.662 -40.959
N -0.951 -4.675 -41.038
H 1.568 -2.806 -41.145
H 1.457 -4.461 -40.486
H -1.886 -4.814 -41.390
H -0.538 -5.508 -40.644
C -1.973 -8.359 -39.108
O -1.294 -8.895 -39.974
N -1.663 -7.130 -38.572
N -2.888 -9.030 -38.349
H -2.177 -6.597 -37.900
H -0.754 -6.814 -38.897
H -2.858 -10.034 -38.363
H -3.107 -8.588 -37.476
C -2.972 1.460 -41.327
O -2.911 2.411 -40.572
N -2.210 0.322 -41.202
N -3.795 1.387 -42.419
H -1.675 0.285 -40.355
H -2.297 -0.428 -41.855
H -4.115 0.542 -42.848
H -4.359 2.220 -42.489
C 1.397 0.140 -43.264
O 2.526 0.663 -43.299
N 0.761 -0.091 -42.096
N 0.782 -0.239 -44.414
H 1.275 0.168 -41.271
H 0.124 -0.877 -42.124
H 1.248 -0.004 -45.270
H 0.010 -0.903 -44.461
C 5.596 -4.855 -42.533
O 4.825 -5.189 -41.635
N 6.753 -5.466 -42.881
N 5.278 -3.779 -43.326
H 7.290 -5.227 -43.690
H 7.121 -6.155 -42.250
H 5.807 -3.542 -44.143
H 4.705 -3.103 -42.848
C -4.227 -4.864 -42.028
O -5.017 -4.003 -41.645
N -4.319 -6.181 -41.658
N -3.263 -4.592 -42.961
H -4.945 -6.389 -40.904
H -3.870 -6.913 -42.177
H -2.985 -3.697 -43.303
H -2.883 -5.469 -43.274
C -2.753 -1.817 -44.531
O -1.619 -1.630 -44.994
N -2.928 -2.457 -43.351
N -3.876 -1.489 -45.233
H -3.868 -2.574 -43.003
H -2.137 -2.590 -42.714
H -4.736 -1.937 -44.969
H -3.906 -0.692 -45.840
C 1.916 -7.291 -40.097
O 1.169 -6.359 -39.749
N 3.220 -7.143 -40.457
N 1.539 -8.583 -39.946
H 3.834 -7.933 -40.420
H 3.643 -6.239 -40.632
H 2.012 -9.341 -40.397
H 0.590 -8.697 -39.618
*
```

The HOMO-LUMO gap is 9.23 eV. The electronic energy is -2478.18165 a.u. The calculation puts the energy above the lowest of the compared OMol25 structures with the same formula, charge and spin at 90.8 kcal per mole.

---

No. 3
DFT (wB97M-V/def2-TZVPD) results for a cluster of 2 separate species, C24H31N2OS in total.

ORCA input file:
```
! wB97M-V def2-TZVPD RIJCOSX def2/J DEFGRID3
* xyz 1 1
C -3.681 -2.779 3.760
S -2.336 -1.584 3.688
C -1.001 -2.789 3.752
H -4.620 -2.217 3.760
H -3.644 -3.416 2.868
H -3.608 -3.379 4.676
H -0.061 -2.227 3.759
H -1.069 -3.395 4.664
H -1.043 -3.419 2.856
C 2.082 3.378 -2.678
N 1.781 2.107 -2.062
C 2.740 1.146 -1.911
O 3.904 1.246 -2.290
C 2.095 -0.041 -1.194
C 2.759 -0.328 0.153
C 4.210 -0.740 0.005
C 5.221 0.037 0.579
C 6.561 -0.312 0.398
C 6.885 -1.451 -0.353
C 5.871 -2.234 -0.922
C 4.531 -1.880 -0.736
N 0.700 0.392 -1.077
C -0.246 -0.392 -0.524
C -1.571 0.003 -0.369
C -2.621 -0.738 0.167
C -3.974 -0.246 0.261
C -5.005 -1.068 0.789
C -6.310 -0.603 0.913
C -6.642 0.695 0.492
C -5.649 1.521 -0.051
C -4.339 1.067 -0.168
C 0.452 1.745 -1.591
C 0.043 2.716 -0.470
C -0.514 1.728 -2.786
H 3.144 3.396 -2.935
H 1.487 3.522 -3.589
H 1.863 4.205 -1.991
H 2.169 -0.932 -1.852
H 2.690 0.586 0.764
H 2.180 -1.118 0.653
H 4.935 0.930 1.141
H 7.341 0.311 0.840
H 7.931 -1.728 -0.495
H 6.112 -3.121 -1.513
H 3.720 -2.471 -1.173
H 0.095 -1.380 -0.201
H -1.821 1.004 -0.719
H -2.419 -1.759 0.506
H -4.744 -2.084 1.095
H -7.077 -1.254 1.337
H -7.666 1.062 0.582
H -5.892 2.532 -0.387
H -3.588 1.734 -0.593
H 0.833 2.729 0.295
H -0.087 3.723 -0.886
H -0.886 2.416 0.017
H -0.090 1.075 -3.563
H -1.494 1.334 -2.516
H -0.635 2.745 -3.178
*
```

The HOMO-LUMO gap is 6.32 eV. The electronic energy is -1515.83316 a.u. The calculation puts the energy above the lowest of the compared OMol25 structures with the same formula, charge and spin at 0.0 kcal per mole.